<one>
Entry from the Open Molecules 2025 dataset: one molecule with the formula C24H34N4O3 (ωB97M-V/def2-TZVPD).

The SMILES is CC(C)Cc1cc(C(=O)N2CCC[C@@H](CCC(=O)N(C)CCc3ccccn3)C2)no1. The calculation puts the HOMO-LUMO gap at 9.657 eV. The total charge is 0. The value obtained for the HOMO energy is -8.91 eV.

Geometry as XYZ:
```
65
Properties=species:S:1:pos:R:3:mulliken_charge:R:1
C -4.463 -0.532 1.965 -1.340
C -4.961 0.127 0.683 0.773
C -4.510 -0.664 -0.542 -0.976
C -4.490 1.595 0.595 -1.305
C -3.024 1.715 0.396 0.506
C -2.271 2.003 -0.708 -0.782
C -0.935 1.939 -0.242 1.116
C 0.262 2.051 -1.114 0.829
O 0.141 1.810 -2.308 -0.748
N 1.445 2.378 -0.559 0.011
C 1.705 2.810 0.793 -1.145
C 2.643 1.827 1.492 0.124
C 3.922 1.615 0.682 -1.563
C 3.671 1.331 -0.806 0.638
C 3.348 -0.134 -1.137 -1.573
C 2.156 -0.782 -0.429 2.193
C 2.567 -1.441 0.878 0.178
O 3.728 -1.752 1.089 -0.719
N 1.595 -1.734 1.782 0.419
C 1.976 -2.466 2.973 -1.270
C 0.198 -1.369 1.726 -0.227
C -0.703 -2.448 1.093 -0.917
C -0.676 -2.378 -0.405 0.462
C -0.164 -3.409 -1.184 -0.855
C -0.132 -3.253 -2.561 -0.371
C -0.608 -2.073 -3.110 -1.032
C -1.116 -1.110 -2.252 0.100
N -1.155 -1.259 -0.939 0.167
C 2.642 2.322 -1.369 -1.469
N -0.918 1.635 1.035 -0.715
O -2.202 1.499 1.435 -0.244
H -4.814 -1.561 2.018 0.419
H -4.829 0.000 2.841 0.404
H -3.377 -0.535 1.996 0.094
H -6.056 0.148 0.705 0.293
H -4.838 -0.176 -1.457 0.371
H -3.426 -0.751 -0.566 -0.194
H -4.934 -1.665 -0.519 0.504
H -4.767 2.109 1.518 0.410
H -4.987 2.084 -0.243 0.357
H -2.593 2.226 -1.701 0.473
H 2.183 3.797 0.742 0.421
H 0.770 2.890 1.345 0.520
H 2.125 0.884 1.645 -0.201
H 2.901 2.224 2.476 0.469
H 4.532 2.519 0.758 0.503
H 4.491 0.789 1.110 0.488
H 4.609 1.539 -1.335 0.322
H 4.228 -0.735 -0.898 0.573
H 3.184 -0.193 -2.216 0.361
H 1.788 -1.593 -1.062 -0.067
H 1.338 -0.081 -0.302 -1.264
H 1.369 -3.366 3.078 0.299
H 1.847 -1.843 3.862 0.359
H 3.024 -2.744 2.881 0.386
H 0.054 -0.433 1.185 -0.606
H -0.128 -1.203 2.758 0.781
H -1.725 -2.265 1.428 0.197
H -0.396 -3.438 1.432 0.430
H 0.211 -4.310 -0.720 0.443
H 0.266 -4.035 -3.191 0.401
H -0.589 -1.903 -4.174 0.438
H -1.495 -0.170 -2.627 0.373
H 3.088 3.325 -1.400 0.445
H 2.346 2.038 -2.381 0.532
```

<two>
Entry from the Open Molecules 2025 dataset: one molecule with the formula C24H34N4O3 (ωB97M-V/def2-TZVPD).

The SMILES is Cc1ccccc1-c1nc(CN2CCC(C(=O)NCCN3CCOCC3)CC2)c(C)o1. The calculation puts the HOMO-LUMO gap at 8.598 eV. The total charge is 0. The value obtained for the HOMO energy is -7.94 eV.

Geometry as XYZ:
```
65
Properties=species:S:1:pos:R:3:mulliken_charge:R:1
C 5.930 2.240 1.599 -1.390
C 6.712 1.844 0.391 0.850
C 7.821 2.585 0.006 -0.705
C 8.570 2.249 -1.108 -0.617
C 8.214 1.147 -1.870 -0.585
C 7.116 0.395 -1.508 -0.858
C 6.357 0.729 -0.384 0.436
C 5.217 -0.102 -0.058 0.738
N 4.391 0.014 0.944 -0.442
C 3.496 -1.008 0.814 0.547
C 2.383 -1.224 1.783 -1.216
N 1.138 -1.506 1.090 0.446
C 0.658 -0.349 0.358 -0.749
C -0.524 -0.742 -0.522 -1.015
C -1.659 -1.302 0.343 0.542
C -2.782 -1.780 -0.569 0.033
O -2.856 -2.911 -1.002 -0.703
N -3.655 -0.806 -0.912 -0.037
C -4.836 -1.053 -1.704 -0.935
C -6.090 -0.719 -0.892 -0.852
N -6.018 0.640 -0.376 0.353
C -6.361 1.641 -1.375 -0.548
C -6.140 3.033 -0.784 -0.745
O -6.914 3.231 0.374 -0.384
C -6.613 2.253 1.339 -0.633
C -6.850 0.842 0.799 -0.698
C -1.107 -2.456 1.177 -0.889
C 0.108 -2.004 1.981 -0.881
C 3.817 -1.729 -0.303 0.791
C 3.197 -2.918 -0.931 -1.404
O 4.912 -1.153 -0.858 -0.463
H 5.919 1.427 2.322 0.291
H 6.356 3.129 2.059 0.417
H 4.894 2.430 1.331 0.290
H 8.104 3.446 0.594 0.331
H 9.428 2.844 -1.382 0.387
H 8.792 0.877 -2.741 0.407
H 6.831 -0.466 -2.094 0.465
H 2.316 -0.336 2.435 0.261
H 2.621 -2.089 2.413 0.445
H 0.355 0.462 1.047 0.346
H 1.473 0.026 -0.264 0.493
H -0.205 -1.513 -1.224 0.283
H -0.866 0.125 -1.090 0.391
H -2.032 -0.512 1.005 0.271
H -3.638 0.088 -0.447 0.288
H -4.829 -2.111 -1.975 0.433
H -4.796 -0.454 -2.620 0.358
H -6.135 -1.399 -0.037 0.443
H -6.988 -0.883 -1.509 0.350
H -5.721 1.516 -2.249 0.298
H -7.415 1.545 -1.690 0.343
H -6.444 3.806 -1.493 0.361
H -5.072 3.158 -0.544 0.331
H -7.263 2.453 2.193 0.355
H -5.561 2.347 1.650 0.311
H -6.573 0.111 1.562 0.426
H -7.922 0.721 0.564 0.314
H -0.823 -3.264 0.503 0.253
H -1.876 -2.833 1.854 0.437
H -0.199 -1.234 2.714 0.362
H 0.514 -2.854 2.535 0.424
H 3.819 -3.801 -0.780 0.334
H 3.085 -2.764 -2.003 0.315
H 2.223 -3.078 -0.478 0.196
```

Most stable: <two>. Least stable: <one>.

<one>
Entry from the Open Molecules 2025 dataset: a 2-piece molecular cluster, CHClN2 overall (ωB97M-V/def2-TZVPD).

The calculation puts the HOMO-LUMO gap at 9.443 eV. The total charge is 0. The value obtained for the HOMO energy is -11.38 eV.

Geometry as XYZ:
```
5
Properties=species:S:1:pos:R:3:mulliken_charge:R:1
C -1.496 -1.197 0.049 0.163
N -2.552 -1.613 -0.009 -0.285
N 0.283 -0.494 0.631 -0.218
Cl 1.390 -1.601 -0.075 0.022
H 0.363 0.340 -0.027 0.318
```

<two>
Entry from the Open Molecules 2025 dataset: a 2-piece molecular cluster, CHClN2 overall (ωB97M-V/def2-TZVPD).

The calculation puts the HOMO-LUMO gap (spin up / spin down) at 8.628 / 8.593 eV. The total charge is 0. The value obtained for the HOMO energy (spin up / spin down) is -9.97 / -9.96 eV.

Geometry as XYZ:
```
5
Properties=species:S:1:pos:R:3:mulliken_charge:R:1
C -0.050 -0.917 0.161 0.068
N -0.160 -2.021 -0.097 -0.333
N -2.611 1.015 0.134 -0.189
Cl -3.508 -0.230 0.006 0.190
H -0.105 0.241 0.129 0.264
```

Most stable: <one>. Least stable: <two>.

<one>
Entry from the Open Molecules 2025 dataset: one molecule with the formula C7H10N2O2 (ωB97M-V/def2-TZVPD).

The SMILES is O=C(O)CCCc1ncc[nH]1. The calculation puts the HOMO-LUMO gap at 8.560 eV. The total charge is 0. The value obtained for the HOMO energy is -8.19 eV.

Geometry as XYZ:
```
21
Properties=species:S:1:pos:R:3:mulliken_charge:R:1
O -0.622 -0.731 -2.959 -0.576
C -0.793 -0.865 -1.751 0.318
O -1.835 -0.206 -1.007 -0.427
C 0.276 -1.531 -0.892 -0.427
C -0.118 -1.599 0.705 -0.696
C 1.012 -0.707 1.364 -1.058
C 0.992 0.768 1.029 0.079
N 0.979 1.018 -0.404 -0.349
C 0.355 2.153 -0.650 -0.130
C -0.387 2.370 0.516 -0.344
N -0.039 1.566 1.613 -0.250
H -2.532 0.041 -1.715 0.343
H 0.391 -2.584 -1.577 0.369
H 1.396 -1.245 -1.074 0.388
H -1.034 -1.285 1.044 0.495
H 0.160 -2.640 0.961 0.282
H 1.321 -0.633 2.326 0.642
H 1.907 -1.216 0.915 0.312
H -0.010 2.598 -1.791 0.263
H -1.196 3.107 0.498 0.392
H -0.224 1.620 2.846 0.375
```

<two>
Entry from the Open Molecules 2025 dataset: one molecule with the formula C7H10N2O2 (ωB97M-V/def2-TZVPD).

The SMILES is C=C(C)[C@]12C[C@@]1(O)NC(=O)N2. The calculation puts the HOMO-LUMO gap at 9.725 eV. The total charge is 0. The value obtained for the HOMO energy is -9.10 eV.

Geometry as XYZ:
```
21
Properties=species:S:1:pos:R:3:mulliken_charge:R:1
C 1.993 -0.318 1.393 -1.292
C 0.827 -0.725 0.890 0.756
C -0.233 -1.299 1.891 -1.730
C 0.224 -0.189 -0.359 0.900
C 0.980 0.741 -1.255 -1.460
C -0.260 1.234 -0.512 0.746
O -0.238 2.179 0.378 -0.515
N -1.568 1.049 -1.214 -0.286
C -1.668 -0.266 -1.652 0.204
O -2.528 -0.680 -2.405 -0.631
N -0.739 -1.063 -0.980 -0.225
H 2.164 -0.662 2.311 0.423
H 2.772 0.129 0.789 0.281
H -0.251 -0.524 2.576 0.390
H -1.120 -1.418 1.445 0.531
H 0.179 -2.168 2.277 0.394
H 1.894 1.117 -0.785 0.304
H 0.944 0.838 -2.234 0.384
H -1.096 2.259 0.751 0.352
H -1.868 1.719 -1.795 0.189
H -0.407 -1.952 -1.508 0.287
```

Most stable: <two>. Least stable: <one>.

<one>
Entry from the Open Molecules 2025 dataset: a 2-piece molecular cluster, C7H10N2O2 overall (ωB97M-V/def2-TZVPD).

The calculation puts the HOMO-LUMO gap at 8.922 eV. The total charge is 0. The value obtained for the HOMO energy is -8.16 eV.

Geometry as XYZ:
```
21
Properties=species:S:1:pos:R:3:mulliken_charge:R:1
C 0.338 -0.251 0.402 -0.581
C -2.490 -1.108 0.011 0.308
C -1.685 1.509 0.641 -0.796
C -1.840 1.277 -0.914 -0.428
C 2.642 0.119 -0.021 -0.461
C 2.368 -1.376 0.026 -0.629
C -2.227 0.250 0.048 1.008
N 1.277 0.613 -0.012 -0.046
N 0.995 -1.370 0.420 -0.032
O -2.289 -2.152 -0.471 -0.523
O -3.481 -0.331 0.398 -0.511
H -0.824 1.618 1.285 0.181
H -2.442 2.025 1.053 0.356
H -2.679 1.740 -1.483 0.267
H -0.894 0.960 -1.425 0.187
H 3.211 0.482 0.878 0.199
H 3.023 0.585 -0.973 0.322
H 2.529 -1.813 -0.894 0.300
H 2.900 -1.936 0.755 0.349
H 0.915 1.469 -0.459 0.288
H 0.652 -2.311 0.734 0.242
```

<two>
Entry from the Open Molecules 2025 dataset: C7H10N2O2 as an isolated structure (ωB97M-V/def2-TZVPD).

The calculation puts the HOMO-LUMO gap at 9.898 eV. The total charge is 0. The value obtained for the HOMO energy is -10.16 eV.

Geometry as XYZ:
```
21
Properties=species:S:1:pos:R:3:mulliken_charge:R:1
C -1.134 -1.505 -1.994 -0.716
C -0.051 -0.454 -2.381 -0.582
C 1.032 -0.400 -1.305 -0.718
C 0.494 0.302 -0.088 0.575
C 0.121 -0.349 1.023 -0.494
C 0.030 0.644 2.097 0.699
C -0.257 0.584 3.508 -0.019
H -0.798 -2.761 -3.122 0.166
H -2.175 -0.797 -2.630 0.221
H -1.254 -1.979 -0.729 0.267
H 0.290 -0.766 -3.360 0.463
H -0.624 0.593 -2.303 0.305
H 2.119 -0.053 -1.701 0.305
H 1.200 -1.535 -1.079 0.232
H 0.595 -1.368 1.038 0.281
H 1.079 2.522 -0.365 0.399
H -0.586 2.354 3.314 0.377
N 0.006 1.728 1.475 -0.467
N 0.315 1.669 0.222 -0.297
O -0.319 1.886 4.090 -0.483
O -0.081 -0.315 4.289 -0.514
```

Most stable: <one>. Least stable: <two>.

<one>
Entry from the Open Molecules 2025 dataset: C5H12N2S as an isolated structure (ωB97M-V/def2-TZVPD).

The calculation puts the HOMO-LUMO gap (spin up / spin down) at 8.289 / 8.290 eV. The total charge is 0. The value obtained for the HOMO energy (spin up / spin down) is -8.27 / -8.27 eV.

Geometry as XYZ:
```
20
Properties=species:S:1:pos:R:3:mulliken_charge:R:1
C -2.978 0.351 -0.762 -0.767
C 1.362 -1.189 -0.430 -0.651
C 1.786 0.181 0.051 -0.428
C 0.196 -1.785 0.459 -0.613
C 0.877 1.357 -0.307 -0.536
N -1.087 -1.242 -0.053 -0.371
N -0.239 1.749 0.523 -0.584
S -1.710 0.123 0.307 0.436
H -3.481 1.328 -0.420 0.262
H -2.723 0.374 -1.829 0.276
H 0.888 -1.094 -1.456 0.342
H 2.252 -1.936 -0.327 0.279
H 1.858 0.012 1.165 0.276
H 2.883 0.510 -0.078 0.341
H 0.082 -2.830 0.455 0.387
H 0.401 -1.385 1.433 0.339
H 1.581 2.165 -0.551 0.331
H 0.359 1.039 -1.305 0.251
H -0.012 1.846 1.520 0.257
H -2.295 0.426 1.603 0.172
```

<two>
Entry from the Open Molecules 2025 dataset: C5H12N2S as an isolated structure (ωB97M-V/def2-TZVPD).

The calculation puts the HOMO-LUMO gap at 9.316 eV. The total charge is 0. The value obtained for the HOMO energy is -8.65 eV.

Geometry as XYZ:
```
20
Properties=species:S:1:pos:R:3:mulliken_charge:R:1
C -2.356 -0.743 1.597 -0.949
C -0.435 0.030 -0.555 0.334
C 1.748 0.678 0.108 0.360
C 2.676 0.994 1.272 -1.144
C 2.287 0.041 -1.256 -0.929
H -3.296 -1.265 1.707 0.317
H -1.783 -1.530 2.217 0.295
H -2.249 0.047 2.332 0.396
H -1.271 0.192 -2.504 0.208
H 0.295 -0.819 0.880 0.311
H 1.246 1.599 -0.277 0.160
H 3.459 1.593 0.833 0.372
H 2.889 0.137 2.093 0.261
H 2.197 1.804 1.940 0.331
H 2.954 0.806 -2.013 0.228
H 1.280 -0.406 -1.752 0.410
H 3.278 -0.746 -0.780 0.223
N -0.419 0.453 -1.867 -0.780
N 0.424 0.247 0.464 -0.300
S -2.034 -0.770 -0.115 -0.106
```

Most stable: <two>. Least stable: <one>.

<one>
Entry from the Open Molecules 2025 dataset: one molecule with the formula C5H12N2S (ωB97M-V/def2-TZVPD).

The SMILES is C=NCCCCNS. The calculation puts the HOMO-LUMO gap at 9.362 eV. The total charge is 0. The value obtained for the HOMO energy is -8.50 eV.

Geometry as XYZ:
```
20
Properties=species:S:1:pos:R:3:mulliken_charge:R:1
C -0.540 2.261 0.589 -0.423
N -1.106 1.159 0.669 -0.324
C -1.700 0.540 -0.562 -0.664
C -0.810 -0.641 -0.989 -0.240
C -0.276 -1.569 0.126 -0.928
C 0.855 -0.994 0.976 -0.392
N 2.030 -0.699 0.174 -0.358
S 2.070 0.784 -0.689 -0.192
H 0.192 2.494 1.383 0.319
H -0.672 2.873 -0.287 0.321
H -1.975 1.261 -1.382 0.406
H -2.696 0.291 -0.186 0.274
H 0.042 -0.295 -1.791 0.149
H -1.271 -1.446 -1.530 0.316
H -0.995 -1.949 0.856 0.324
H -0.002 -2.424 -0.334 0.547
H 0.641 -0.044 1.567 0.181
H 1.152 -1.749 1.839 0.268
H 2.308 -1.369 -0.524 0.296
H 2.753 1.517 0.097 0.119
```

<two>
Entry from the Open Molecules 2025 dataset: one molecule with the formula C5H12N2S (ωB97M-V/def2-TZVPD).

The SMILES is CCN(CC)NC=S. The calculation puts the HOMO-LUMO gap at 8.951 eV. The total charge is 0. The value obtained for the HOMO energy is -8.15 eV.

Geometry as XYZ:
```
20
Properties=species:S:1:pos:R:3:mulliken_charge:R:1
C -0.250 2.443 -0.183 -1.267
C 0.591 1.168 -0.229 -0.232
N -0.189 -0.025 -0.407 0.075
C 0.524 -1.249 -0.885 -0.572
C 1.543 -1.848 0.143 -1.030
N -0.930 -0.307 0.743 -0.124
C -2.292 -0.478 0.740 -0.294
S -3.238 -0.568 -0.567 -0.276
H 0.310 3.345 -0.126 0.450
H -0.920 2.506 0.731 0.251
H -0.872 2.574 -1.070 0.311
H 1.388 1.192 -1.079 0.253
H 1.207 1.135 0.696 0.262
H 1.119 -0.960 -1.758 0.378
H -0.178 -2.007 -1.260 0.301
H 2.105 -2.618 -0.375 0.391
H 2.219 -1.060 0.520 0.268
H 1.010 -2.277 0.961 0.289
H -0.424 -0.389 1.617 0.302
H -2.724 -0.577 1.788 0.263
```

Most stable: <two>. Least stable: <one>.